## i
DFT (ωB97M-V with the def2-TZVPD basis set) results for an isolated molecule of C2H4N2O2.

The geometry in XYZ format:
```
10
Properties=species:S:1:pos:R:3:lowdin_charge:R:1
C -0.781 -1.314 0.017 -0.047
N 0.883 0.546 -0.599 0.010
O 2.073 0.800 0.060 -0.007
N -0.175 -0.045 0.293 0.018
C -0.297 1.192 -0.192 -0.502
O -0.882 2.216 -0.180 0.159
H 1.977 1.507 0.719 0.103
H -0.853 -1.497 -1.057 0.090
H -1.775 -1.316 0.462 0.091
H -0.169 -2.088 0.478 0.086
```

Properties
* HOMO: -10.48 eV
* LUMO: 0.8 eV
* net charge: 0
* SMILES string: CN1C(=O)N1O

---

## ii
DFT (ωB97M-V with the def2-TZVPD basis set) results for an isolated molecule of C2H4N2O2.

The geometry in XYZ format:
```
10
Properties=species:S:1:pos:R:3:lowdin_charge:R:1
C -0.097 -0.327 0.613 -0.105
C 0.987 0.423 -0.234 -0.212
N -1.157 -0.665 -0.256 -0.281
N -0.991 0.024 -1.376 0.187
O -2.118 -1.193 0.386 -0.003
O 0.208 0.895 -1.276 -0.109
H 0.214 -1.112 1.290 0.141
H -0.195 0.617 1.035 0.097
H 1.179 1.436 0.333 0.150
H 1.970 -0.098 -0.517 0.135
```

Properties
* HOMO: -9.73 eV
* LUMO: -0.2 eV
* net charge: 0
* SMILES string: [O-][N+]1=NOCC1

---

## iii
DFT (ωB97M-V with the def2-TZVPD basis set) results for an isolated molecule of C2H4N2O2.

The geometry in XYZ format:
```
10
Properties=species:S:1:pos:R:3:lowdin_charge:R:1
N 1.391 -0.612 -0.453 0.156
C 0.557 -0.289 0.584 -0.529
O 0.658 -0.663 1.713 0.110
N -0.464 0.911 0.170 0.121
C -1.474 0.126 -0.200 -0.356
O -1.206 -1.074 -0.217 0.017
H 2.353 -0.686 -0.159 0.110
H 1.224 -0.137 -1.325 0.101
H -0.578 1.913 0.359 0.135
H -2.463 0.511 -0.472 0.135
```

Properties
* HOMO: -10.08 eV
* LUMO: 0.8 eV
* net charge: 0
* SMILES string: NC(=O)NC=O

---

## iv
DFT (ωB97M-V with the def2-TZVPD basis set) results for a cluster of 2 separate species, C2H4N2O2 in total.

The geometry in XYZ format:
```
10
Properties=species:S:1:pos:R:3:lowdin_charge:R:1
C -1.138 -1.706 -0.817 -0.510
C 1.215 0.472 0.585 -0.148
N -0.773 -1.453 0.306 0.159
N 0.094 0.440 -0.185 -0.069
O -1.698 -1.959 -1.781 0.158
O -0.810 1.484 0.145 0.008
H -1.513 1.248 -0.457 0.094
H 1.987 -0.004 -0.012 0.092
H 1.410 1.544 0.643 0.101
H 1.225 -0.066 1.572 0.115
```

Properties
* HOMO (alpha / beta): -9.95 / -9.70 eV
* LUMO (alpha / beta): -1.0 / -1.8 eV
* net charge: 0

---

Need the numbers? Relative energies in kJ/mol: i 320.1; ii 566.8; iii 0.0; iv 412.5.

---

## i
DFT (ωB97M-V with the def2-TZVPD basis set) results for an isolated molecule of C2H4N2O2.

The geometry in XYZ format:
```
10
Properties=species:S:1:pos:R:3:lowdin_charge:R:1
N 1.966 0.134 0.062 0.158
C 0.743 -0.323 0.439 -0.616
O 0.569 -1.095 1.365 0.035
N -0.282 0.175 -0.411 0.119
C -1.472 -0.024 -0.001 -0.244
O -2.505 0.278 -0.780 0.074
H 2.773 -0.101 0.619 0.109
H 2.031 0.839 -0.651 0.095
H -2.074 0.562 -1.608 0.121
H -1.748 -0.445 0.965 0.149
```

Properties
* HOMO: -10.01 eV
* LUMO: 0.9 eV
* net charge: 0
* SMILES string: NC(=O)/N=C/O

---

## ii
DFT (ωB97M-V with the def2-TZVPD basis set) results for an isolated molecule of C2H4N2O2.

The geometry in XYZ format:
```
10
Properties=species:S:1:pos:R:3:lowdin_charge:R:1
C 0.287 0.208 -0.332 -0.492
C 0.613 1.433 0.410 0.014
N -0.796 -1.714 -0.108 -0.154
N -0.386 -0.728 0.539 0.120
O 0.488 -0.061 -1.465 0.110
O -1.569 -2.668 0.210 0.008
H 0.224 2.232 -0.139 0.077
H 1.585 1.774 0.699 0.094
H 0.035 1.132 1.266 0.073
H -0.482 -1.608 -1.080 0.151
```

Properties
* HOMO: -10.81 eV
* LUMO: -0.8 eV
* net charge: 0
* SMILES string: CC(=O)/N=[NH+]/[O-]

---

Need the numbers? Relative energies in kJ/mol: i 0.0; ii 369.5.

---

## i
DFT (ωB97M-V with the def2-TZVPD basis set) results for an isolated molecule of C2H4N4O.

The geometry in XYZ format:
```
11
Properties=species:S:1:pos:R:3:lowdin_charge:R:1
C -0.146 1.022 1.511 -0.044
C -0.247 0.075 -0.726 -0.496
H 1.031 1.228 1.797 0.114
H -0.437 -0.091 1.731 0.100
H -0.698 1.845 2.241 0.127
H 1.570 -1.156 -0.117 0.258
N -0.989 -0.157 -1.759 0.043
N -0.694 -1.287 -2.341 -0.011
N 0.357 -1.782 -1.660 -0.024
N 0.553 -0.953 -0.657 0.019
O -0.299 1.255 -0.020 -0.086
```

Properties
* HOMO: -10.07 eV
* LUMO: 0.2 eV
* net charge: 0
* SMILES string: COc1nnn[nH]1

---

## ii
DFT (ωB97M-V with the def2-TZVPD basis set) results for an isolated molecule of C2H4N4O.

The geometry in XYZ format:
```
11
Properties=species:S:1:pos:R:3:lowdin_charge:R:1
C 0.310 -0.666 -0.038 -0.495
C -1.204 0.807 0.000 -0.180
H 1.619 -2.137 0.053 0.083
H 2.130 -0.602 0.654 0.122
H -1.834 1.752 0.022 0.148
H 1.233 2.188 -0.607 0.162
N 1.604 -1.148 -0.090 0.132
N -0.769 -1.278 0.039 0.054
N -1.795 -0.370 0.068 0.031
N 0.097 0.672 -0.225 -0.087
O 1.032 1.603 0.195 0.030
```

Properties
* HOMO: -9.10 eV
* LUMO: 0.3 eV
* net charge: 0
* SMILES string: Nc1nncn1O

---

Need the numbers? Relative energies in kJ/mol: i 113.3; ii 0.0.

---

## i
DFT (ωB97M-V with the def2-TZVPD basis set) results for an isolated molecule of C2H4N4O.

The geometry in XYZ format:
```
11
Properties=species:S:1:pos:R:3:lowdin_charge:R:1
N 2.105 0.293 0.006 0.160
C 0.794 0.004 0.027 -0.468
N 0.414 -1.302 -0.524 0.081
N -0.814 -1.393 -0.408 0.092
C -1.314 -0.179 0.328 -0.472
O -2.416 0.387 -0.286 0.011
N -0.184 0.696 0.471 0.136
H 2.732 -0.338 -0.466 0.101
H 2.424 1.213 0.261 0.109
H -1.627 -0.581 1.302 0.150
H -2.114 1.200 -0.711 0.099
```

Properties
* HOMO: -9.75 eV
* LUMO: 0.0 eV
* net charge: 0
* SMILES string: NC1=N[C@@H](O)N=N1

---

## ii
DFT (ωB97M-V with the def2-TZVPD basis set) results for an isolated molecule of C2H4N4O.

The geometry in XYZ format:
```
11
Properties=species:S:1:pos:R:3:lowdin_charge:R:1
C 0.024 -1.226 0.128 -0.215
C -1.607 0.564 0.119 -0.327
N -1.198 -1.736 0.106 0.000
N -2.040 -0.718 0.046 -0.001
N 0.102 0.068 0.152 -0.085
N 1.124 0.972 0.173 0.076
O -1.940 1.668 -0.125 0.104
H 0.848 -1.773 0.455 0.107
H -3.070 -0.829 0.086 0.180
H 1.719 0.748 0.884 0.045
H 0.640 1.876 0.384 0.116
```

Properties
* HOMO: -7.97 eV
* LUMO: 0.8 eV
* net charge: 0
* SMILES string: Nn1cn[nH]c1=O

---

Need the numbers? Relative energies in kJ/mol: i 0.0; ii 161.4.

---

## i
DFT (ωB97M-V with the def2-TZVPD basis set) results for an isolated molecule of C2H4N4O.

The geometry in XYZ format:
```
11
Properties=species:S:1:pos:R:3:lowdin_charge:R:1
N 2.252 0.419 -0.229 0.099
C 0.896 0.126 -0.067 -0.480
N 0.529 -1.145 0.038 0.075
N -0.823 -1.039 0.105 0.051
C -1.179 0.243 0.037 -0.470
O -2.496 0.475 -0.048 0.108
N -0.132 1.037 -0.081 0.175
H 2.728 -0.476 -0.217 0.079
H 2.668 1.033 0.464 0.085
H -1.449 -1.827 0.135 0.159
H -2.727 1.376 0.193 0.120
```

Properties
* HOMO: -8.66 eV
* LUMO: 0.7 eV
* net charge: 0
* SMILES string: Nc1n[nH]c(O)n1

---

## ii
DFT (ωB97M-V with the def2-TZVPD basis set) results for a structure of composition C2H4N4O.

The geometry in XYZ format:
```
11
Properties=species:S:1:pos:R:3:lowdin_charge:R:1
C 0.331 -0.391 1.248 -0.166
C -0.094 1.669 0.633 -0.594
H -1.033 -2.193 -1.090 0.129
H 0.544 -1.494 -2.129 0.199
H 1.195 -1.089 1.732 0.183
H -0.782 1.061 -1.301 0.244
N 0.024 -1.705 -0.972 0.004
N -0.166 -0.458 0.039 -0.179
N 0.345 0.900 1.729 0.132
N -0.182 0.794 -0.366 0.053
O -0.183 2.903 0.477 -0.004
```

Properties
* HOMO: -8.92 eV
* LUMO: -0.5 eV
* net charge: 0

---

Need the numbers? Relative energies in kJ/mol: i 0.0; ii 505.3.

---

## i
DFT (ωB97M-V with the def2-TZVPD basis set) results for an isolated molecule of C2H4N4O.

The geometry in XYZ format:
```
11
Properties=species:S:1:pos:R:3:lowdin_charge:R:1
N -1.120 1.325 1.367 0.117
C -0.326 0.631 0.483 -0.501
N 0.747 1.153 -0.073 0.077
N 1.229 0.080 -0.786 0.058
C 0.433 -0.974 -0.596 -0.481
O 0.691 -2.150 -1.174 0.110
N -0.579 -0.682 0.187 0.168
H -1.131 2.326 1.247 0.088
H -2.015 0.902 1.549 0.085
H 2.109 0.130 -1.272 0.155
H -0.037 -2.741 -0.933 0.123
```

Properties
* HOMO: -8.44 eV
* LUMO: 0.8 eV
* net charge: 0
* SMILES string: Nc1n[nH]c(O)n1

---

## ii
DFT (ωB97M-V with the def2-TZVPD basis set) results for an isolated molecule of C2H4N4O.

The geometry in XYZ format:
```
11
Properties=species:S:1:pos:R:3:lowdin_charge:R:1
C -0.902 1.331 -0.138 -0.025
C -0.127 -1.056 -0.128 -0.480
H -1.982 1.075 -0.183 0.084
H -0.733 1.826 0.988 0.133
H -0.698 2.279 -0.811 0.112
H 1.236 -2.491 -0.266 0.159
N 0.098 0.250 -0.171 -0.126
N 1.187 0.520 0.498 0.016
N 1.910 -0.526 0.613 0.024
N 1.178 -1.568 0.135 0.091
O -1.167 -1.642 -0.536 0.012
```

Properties
* HOMO: -9.67 eV
* LUMO: 0.7 eV
* net charge: 0
* SMILES string: Cn1nn[nH]c1=O

---

Need the numbers? Relative energies in kJ/mol: i 0.0; ii 284.5.

---

## i
DFT (ωB97M-V with the def2-TZVPD basis set) results for an isolated molecule of C7H17NO.

The geometry in XYZ format:
```
26
Properties=species:S:1:pos:R:3:lowdin_charge:R:1
C 1.170 -0.062 -0.474 -0.629
C 1.955 0.057 0.838 -0.042
C 2.107 0.316 -1.630 -0.060
C -0.039 0.920 -0.520 -0.149
N 0.823 -1.463 -0.683 0.069
H 0.548 -1.614 -1.647 0.082
H 0.066 -1.779 -0.090 0.051
H 1.392 -0.307 1.692 0.067
H 2.225 1.094 1.018 0.089
H 2.865 -0.533 0.763 0.085
H 2.899 -0.431 -1.708 0.084
H 1.563 0.348 -2.577 0.083
H 2.559 1.294 -1.456 0.084
H -0.673 0.629 -1.363 0.111
H -0.363 -1.211 1.550 0.043
H 0.366 1.901 -0.748 0.110
C -2.631 -0.643 0.012 -0.048
C -0.907 1.114 0.730 -0.147
C -1.857 -0.017 1.175 -0.434
O -1.207 -0.997 1.954 -0.037
H -3.342 -1.358 0.397 0.075
H -3.159 0.137 -0.542 0.086
H -2.584 0.423 1.863 0.137
H -0.270 1.363 1.584 0.112
H -1.538 1.989 0.535 0.117
H -1.968 -1.173 -0.674 0.061
```

Properties
* HOMO: -9.37 eV
* LUMO: 0.9 eV
* net charge: 0
* SMILES string: C[C@@H](O)CCC(C)(C)N

---

## ii
DFT (ωB97M-V with the def2-TZVPD basis set) results for an isolated molecule of C7H17NO.

The geometry in XYZ format:
```
26
Properties=species:S:1:pos:R:3:lowdin_charge:R:1
C 0.834 -0.785 -0.208 -0.546
C 0.284 0.685 -0.019 -0.300
C -1.532 1.470 -1.493 -0.094
C -2.119 0.021 0.354 -0.102
C 2.373 -0.782 -0.235 -0.034
C 0.387 -1.813 0.839 -0.037
C 0.713 1.320 1.314 -0.049
N -1.162 0.974 -0.173 -0.235
O 0.434 -1.275 -1.498 -0.027
H -0.521 -1.112 -1.574 0.069
H 0.795 1.282 -0.789 0.139
H -1.875 -0.266 1.381 0.087
H -0.934 2.349 -1.757 0.088
H -2.576 1.804 -1.501 0.084
H -1.409 0.717 -2.276 0.076
H -3.117 0.473 0.402 0.087
H -2.204 -0.876 -0.266 0.074
H 0.968 -2.739 0.740 0.088
H 2.752 -0.062 -0.969 0.089
H 2.759 -1.761 -0.543 0.089
H 2.803 -0.546 0.743 0.082
H -0.651 -2.125 0.703 0.067
H 0.522 -1.452 1.862 0.081
H 0.303 0.789 2.179 0.071
H 0.373 2.361 1.373 0.082
H 1.802 1.348 1.410 0.070
```

Properties
* HOMO: -8.32 eV
* LUMO: 0.9 eV
* net charge: 0
* SMILES string: C[C@H](N(C)C)C(C)(C)O

---

## iii
DFT (ωB97M-V with the def2-TZVPD basis set) results for a structure of composition C7H17NO.

The geometry in XYZ format:
```
26
Properties=species:S:1:pos:R:3:lowdin_charge:R:1
C -0.119 -1.118 0.613 -0.467
C 0.435 0.329 -0.715 -0.311
C -0.571 2.496 -1.723 -0.176
C -0.814 1.016 -0.557 -0.107
C -1.582 -1.544 0.642 -0.100
C 0.740 -2.286 0.141 -0.111
C 0.309 -0.668 2.002 -0.094
N 1.623 0.986 -0.371 0.053
O 0.180 3.484 -1.060 -0.116
H 1.029 3.093 -0.797 0.056
H 0.532 -0.202 -1.662 0.130
H 2.357 0.946 -1.068 0.096
H 2.013 0.829 0.551 0.078
H -1.589 2.862 -1.855 0.082
H -0.141 2.224 -2.692 0.088
H -1.667 0.526 -1.015 0.091
H -0.990 1.507 0.396 0.104
H 1.381 -0.442 2.041 0.065
H -2.231 -0.763 1.052 0.076
H -1.945 -1.808 -0.357 0.080
H -1.746 -2.421 1.289 0.087
H 1.803 -2.025 0.100 0.073
H 0.433 -2.632 -0.853 0.076
H 0.656 -3.162 0.805 0.079
H -0.240 0.222 2.329 0.078
H 0.145 -1.447 2.764 0.088
```

Properties
* HOMO: -7.51 eV
* LUMO: 0.7 eV
* net charge: 0

---

Need the numbers? Relative energies in kJ/mol: i 0.0; ii 57.7; iii 272.1.